78
Properties=species:S:1:pos:R:3 method="wB97M-V/def2-TZVPD" total_charge=+4 homo_lumo_gap_ha="0.26350 / 0.09986" e_above_lowest_ev=4.4752 spin_multiplicity=5
Pd 0.41 0.49 -1.55
P 1.77 0.98 0.34
P -0.93 2.43 -1.74
P 2.25 -0.25 -2.81
H -1.31 -2.76 0.86
C -0.63 -3.55 1.20
C 0.51 -3.27 1.86
H 0.74 -2.26 2.19
C 0.82 1.23 1.86
C 2.95 2.39 0.35
C 2.84 -0.43 0.78
C -2.62 1.97 -2.22
C -1.16 3.28 -0.15
C -0.35 3.63 -2.97
C 2.66 -1.97 -2.37
C 3.82 0.67 -2.70
C 1.83 -0.29 -4.57
H -0.91 -4.58 0.94
H 1.26 -4.03 2.09
H 1.12 0.48 2.61
H -0.26 1.09 1.68
H 1.00 2.23 2.27
H 2.45 3.31 0.03
H 3.79 2.19 -0.32
H 3.31 2.52 1.37
H 2.32 -1.38 0.66
H 3.11 -0.31 1.83
H 3.76 -0.44 0.18
H -3.29 2.84 -2.25
H -3.00 1.25 -1.48
H -2.61 1.51 -3.21
H -1.81 4.16 -0.30
H -0.20 3.62 0.25
H -1.64 2.60 0.56
H -0.99 4.52 -2.98
H -0.36 3.17 -3.97
H 0.68 3.93 -2.74
H 3.15 -2.46 -3.22
H 1.73 -2.50 -2.12
H 3.33 -2.00 -1.50
H 4.47 0.36 -3.53
H 4.34 0.48 -1.76
H 3.62 1.75 -2.79
H 2.68 -0.67 -5.14
H 1.60 0.74 -4.89
H 0.95 -0.92 -4.74
C -1.08 -1.97 -3.14
C -2.21 -1.22 -3.59
C -2.63 -1.33 -4.91
C -2.10 -2.32 -5.75
C -1.10 -3.16 -5.27
C -0.62 -3.04 -3.98
O -0.42 -1.66 -2.06
H 0.99 2.02 -1.29
H -2.67 -0.53 -2.89
H -3.40 -0.64 -5.28
H -2.46 -2.42 -6.78
H -0.69 -3.94 -5.91
H 0.17 -3.68 -3.59
C -3.02 1.81 4.32
N -2.48 0.47 4.34
C -2.31 -0.32 3.22
Se -2.80 0.10 1.52
N -1.62 -1.42 3.68
C -1.22 -1.25 5.01
C -0.25 -1.90 5.76
C 0.11 -1.32 6.98
C -0.46 -0.10 7.41
C -1.42 0.56 6.63
C -1.79 -0.05 5.43
H -3.55 1.97 5.27
H -3.70 1.90 3.47
H -2.22 2.57 4.23
H -1.29 -2.16 3.07
H 0.19 -2.82 5.37
H 0.86 -1.79 7.61
H -0.15 0.33 8.36
H -1.87 1.51 6.90

=====

90
Properties=species:S:1:pos:R:3 method="wB97M-V/def2-TZVPD" homo_lumo_gap_ha=0.38827 e_above_lowest_ev=0.0000 smiles="COC(=O)OC.COC(=O)OC.COC(=O)OC.COC(=O)OC.COC(=O)OC.CC#N.CC#N.CC#N.CC#N.CC#N"
C 1.65 4.41 3.56
O 0.78 3.36 3.15
C 1.32 2.14 3.16
O 2.39 1.86 3.61
O 0.45 1.30 2.61
C 0.85 -0.07 2.63
H 1.04 5.31 3.64
H 2.43 4.61 2.84
H 2.08 4.18 4.53
H 0.05 -0.64 2.15
H 1.10 -0.43 3.62
H 1.73 -0.19 1.99
C 3.62 1.67 -1.52
O 4.40 2.30 -0.50
C 5.64 2.62 -0.82
O 6.21 2.34 -1.84
O 6.16 3.31 0.20
C 7.55 3.61 0.09
H 2.60 1.70 -1.15
H 3.89 0.62 -1.65
H 3.72 2.21 -2.45
H 7.78 3.98 -0.91
H 8.13 2.74 0.39
H 7.75 4.42 0.79
C 1.88 -3.54 0.24
O 2.43 -3.06 1.46
C 2.22 -3.77 2.55
O 1.47 -4.70 2.67
O 3.01 -3.28 3.52
C 2.98 -4.00 4.74
H 2.11 -2.76 -0.48
H 0.79 -3.64 0.28
H 2.30 -4.50 -0.05
H 3.59 -3.44 5.44
H 3.41 -5.00 4.63
H 1.98 -4.15 5.13
C -2.14 -2.89 -1.80
O -1.65 -3.74 -0.76
C -1.90 -3.35 0.49
O -2.38 -2.30 0.82
O -1.39 -4.28 1.29
C -1.77 -4.24 2.65
H -1.30 -2.41 -2.31
H -2.81 -2.13 -1.43
H -2.66 -3.49 -2.54
H -2.83 -4.07 2.83
H -1.16 -3.50 3.17
H -1.48 -5.19 3.10
C -1.84 0.81 -3.43
O -2.58 0.36 -4.57
C -3.53 -0.55 -4.41
O -4.03 -0.92 -3.37
O -3.92 -1.06 -5.57
C -3.38 -0.55 -6.80
H -1.80 0.03 -2.67
H -2.27 1.71 -3.00
H -0.84 1.04 -3.80
H -2.30 -0.69 -6.85
H -3.62 0.51 -6.87
H -3.88 -1.11 -7.59
C -2.43 0.96 4.86
C -2.45 1.76 3.66
N -2.44 2.40 2.70
H -2.75 -0.07 4.66
H -3.05 1.37 5.65
H -1.40 0.85 5.22
C -5.96 -0.05 -0.73
C -5.05 1.04 -1.05
N -4.31 1.87 -1.32
H -6.96 0.20 -1.07
H -6.02 -0.21 0.34
H -5.60 -0.96 -1.21
C -2.33 4.56 0.00
C -2.11 4.58 -1.45
N -1.89 4.59 -2.58
H -2.89 5.45 0.26
H -1.36 4.48 0.48
H -2.97 3.71 0.26
C -1.46 0.55 -0.02
C -0.16 0.17 -0.55
N 0.89 -0.13 -0.89
H -2.28 0.09 -0.57
H -1.58 1.63 -0.02
H -1.49 0.22 1.01
C 2.32 -1.89 -3.61
C 2.38 -0.50 -4.02
N 2.42 0.59 -4.35
H 2.17 -1.94 -2.54
H 3.24 -2.42 -3.86
H 1.51 -2.42 -4.11

=====

82
Properties=species:S:1:pos:R:3 method="wB97M-V/def2-TZVPD" total_charge=+2 homo_lumo_gap_ha=0.24607 e_above_lowest_ev=0.0000
Sc -0.01 0.70 0.55
N -0.78 2.50 2.15
N -1.11 1.97 3.40
C -1.69 0.76 3.52
N -2.06 0.41 4.75
S -1.98 -0.27 2.19
H 0.06 3.06 2.28
H -1.53 3.11 1.83
H -1.06 2.59 4.19
H -1.90 0.99 5.55
H -2.45 -0.50 4.89
C 1.94 -1.00 3.43
Si 2.05 0.49 2.28
C 2.32 1.97 3.41
C 3.61 0.28 1.25
C 4.85 0.26 1.90
C 6.03 0.09 1.20
C 6.00 -0.07 -0.18
C 4.78 -0.06 -0.84
C 3.57 0.12 -0.15
Si 1.99 0.15 -1.17
C 1.94 -1.49 -2.09
C 2.27 1.44 -2.52
H 2.81 -1.01 4.10
H 1.96 -1.93 2.86
H 1.04 -0.99 4.05
H 3.25 1.87 3.96
H 1.52 2.06 4.15
H 2.39 2.91 2.85
H 4.90 0.38 2.98
H 6.98 0.08 1.73
H 6.92 -0.20 -0.73
H 4.78 -0.18 -1.92
H 2.88 -1.65 -2.61
H 1.14 -1.50 -2.83
H 1.81 -2.33 -1.40
H 3.04 1.11 -3.22
H 2.61 2.38 -2.08
H 1.37 1.66 -3.11
C -3.50 2.08 -0.75
P -1.74 1.98 -1.24
C -1.82 1.07 -2.83
C -1.28 3.66 -1.70
C -2.16 4.53 -2.34
C -1.74 5.80 -2.71
C -0.44 6.21 -2.44
C 0.44 5.36 -1.80
C 0.02 4.08 -1.44
H -4.14 2.24 -1.61
H -3.64 2.91 -0.06
H -3.80 1.16 -0.24
H -2.52 1.57 -3.50
H -2.14 0.04 -2.69
H -0.83 1.07 -3.28
H -3.18 4.23 -2.56
H -2.43 6.48 -3.21
H -0.12 7.21 -2.73
H 1.46 5.67 -1.60
H 0.73 3.41 -0.97
C -0.97 -5.25 -0.92
N -1.23 -4.71 0.50
C -2.75 -4.66 0.73
N -3.39 -3.90 -0.28
C -3.10 -4.46 -1.60
N -1.67 -4.46 -1.88
C -1.11 -3.12 -2.03
P -1.30 -2.10 -0.49
C -0.61 -3.35 0.69
C -3.09 -2.47 -0.19
H -1.34 -6.27 -0.91
H 0.10 -5.23 -1.08
H -0.81 -5.36 1.17
H -2.90 -4.24 1.73
H -3.08 -5.70 0.71
H -3.61 -3.86 -2.36
H -3.48 -5.48 -1.65
H -1.60 -2.61 -2.87
H -0.05 -3.19 -2.29
H -0.78 -3.03 1.72
H 0.47 -3.44 0.54
H -3.69 -1.94 -0.94
H -3.39 -2.09 0.78